No. 1
15 unconnected molecules or ions with the total composition C45H118N9O27 at a distorted geometry. Source: OMol25; level of theory: ωB97M-V with the def2-TZVPD basis set.

Atoms and positions in Å:
C 13.89755 18.92010 9.58187
N 14.41375 18.61622 10.96766
C 13.96125 19.80242 11.83188
C 13.78626 17.32059 11.49180
C 15.94909 18.58823 10.84768
C 16.73414 18.37738 12.17595
O 16.88783 17.03044 12.48936
H 14.34367 18.15574 8.94562
H 14.23949 19.88132 9.19813
H 12.80907 18.88112 9.62420
H 12.88475 19.83706 11.66437
H 14.57358 20.66713 11.57612
H 14.06307 19.61830 12.90138
H 13.79000 16.68064 10.60945
H 12.78746 17.57260 11.84815
H 14.32147 16.97268 12.37533
H 16.31653 19.42172 10.24903
H 16.15118 17.71377 10.22914
H 16.41848 19.09490 12.93332
H 17.74825 18.73656 12.00087
H 17.32255 16.61888 11.73886
C 22.35091 11.66824 9.80136
N 21.80227 11.51698 11.21615
C 22.48804 12.49898 12.16755
C 20.27873 11.70238 11.33115
C 22.14117 10.06910 11.68850
C 23.61186 9.53009 11.64443
O 24.47296 10.26878 12.50218
H 21.85764 10.90240 9.20280
H 23.42117 11.47176 9.86501
H 22.06512 12.58546 9.28647
H 22.02123 13.43778 11.86949
H 23.57297 12.58450 12.10661
H 22.10327 12.31676 13.17097
H 19.81275 10.84892 10.83864
H 20.04695 12.58470 10.73459
H 20.13101 11.69706 12.41109
H 21.55777 9.43154 11.02422
H 21.71804 9.97252 12.68836
H 23.99288 9.43021 10.62809
H 23.53463 8.57370 12.16161
H 25.35888 10.01242 12.23564
C 9.52860 11.85328 18.89710
N 10.25987 12.45394 17.70404
C 11.30156 11.45576 17.15670
C 9.27089 12.60998 16.52048
C 10.85142 13.82878 18.04754
C 12.17741 13.82930 18.79100
O 12.26504 13.03962 19.98890
H 8.79228 11.10558 18.60234
H 8.85600 12.63274 19.25503
H 10.26266 11.52054 19.63096
H 12.08501 11.29014 17.89621
H 11.75890 11.67860 16.19271
H 10.67908 10.56102 17.14840
H 8.45317 13.21064 16.91877
H 8.87029 11.65732 16.17396
H 9.81853 13.05642 15.69050
H 10.13683 14.36336 18.67339
H 10.97775 14.39698 17.12598
H 12.39176 14.89020 18.92009
H 12.93339 13.43340 18.11287
H 12.74397 13.55050 20.64558
C 14.45732 11.94588 8.74127
N 15.61654 13.02442 8.98164
C 16.32476 12.69152 10.32129
C 16.59814 13.00530 7.83624
C 14.90808 14.40840 9.10855
C 14.27779 14.99630 7.84727
O 15.18691 15.48074 6.88186
H 14.89749 10.96220 8.57772
H 13.83802 12.24806 7.89672
H 13.92872 11.89118 9.69295
H 17.20077 13.28500 10.58296
H 16.60218 11.63882 10.37598
H 15.56734 12.81980 11.09457
H 17.35477 12.22142 7.80261
H 17.08442 13.97982 7.79216
H 16.04389 12.89676 6.90397
H 15.62612 15.13244 9.49361
H 14.06711 14.22494 9.77730
H 13.63317 15.83190 8.11995
H 13.64694 14.29752 7.29789
H 15.77666 16.20259 7.11146
C 17.68710 13.77116 13.33327
C 18.09718 14.04624 14.88012
C 16.87979 14.05978 15.88968
O 16.38282 12.70650 15.90340
C 15.19425 12.53278 15.02276
N 19.18724 13.03620 15.24630
H 19.17348 13.03834 16.25620
H 19.04657 12.09838 14.89874
H 20.08310 13.34788 14.89932
H 17.00970 14.56434 13.01687
H 17.07323 12.89906 13.10816
H 18.50039 13.72156 12.60926
H 18.47799 15.05974 15.00617
H 16.07985 14.75078 15.62379
H 17.14184 14.42182 16.88384
H 14.97483 11.48192 14.83399
H 15.10767 13.10734 14.10054
H 14.44920 12.95894 15.69462
C 24.75824 12.25170 15.66705
C 23.37351 12.12962 16.26453
C 22.86409 10.66240 16.12168
O 21.51666 10.57426 16.56044
C 21.07925 9.23526 16.52542
N 23.47644 12.57160 17.72291
H 24.08848 11.91072 18.17981
H 23.90265 13.48446 17.79454
H 22.53027 12.63390 18.07074
H 24.83293 12.10330 14.58978
H 25.35951 11.45794 16.11033
H 25.23998 13.20188 15.89765
H 22.70436 12.79498 15.71895
H 23.49987 10.01686 16.72763
H 23.02828 10.30810 15.10403
H 20.02752 9.12562 16.78988
H 21.66678 8.61656 17.20375
H 21.20359 8.93432 15.48519
C 13.96164 9.21356 11.33902
C 13.88095 8.95347 12.78908
C 12.57799 8.20876 13.26972
O 12.58579 7.91050 14.70570
C 11.27970 7.64384 15.12584
N 15.09370 8.15182 13.22268
H 15.90150 8.73380 13.39252
H 14.94461 7.69966 14.11341
H 15.32829 7.45820 12.52701
H 14.84350 9.76264 11.00899
H 13.15867 9.88598 11.03704
H 14.07071 8.23492 10.87163
H 13.92863 9.80535 13.46741
H 12.47968 7.31210 12.65780
H 11.67924 8.79872 13.09002
H 11.49068 7.10344 16.04864
H 10.76297 6.88904 14.53306
H 10.60264 8.49244 15.22359
C 15.86625 11.02180 19.53829
C 16.73317 9.91178 18.87683
C 15.93037 9.01736 17.96846
O 14.88502 8.38974 18.67151
C 13.78466 7.96950 17.74927
N 17.69247 10.72402 17.97781
H 17.28799 11.49286 17.46268
H 18.32716 11.26416 18.54835
H 18.20494 10.14066 17.33192
H 15.07701 10.63798 20.18473
H 15.39768 11.68682 18.81284
H 16.41519 11.73038 20.15853
H 17.32620 9.30676 19.56266
H 16.63793 8.27234 17.60455
H 15.47131 9.61328 17.17964
H 14.11797 7.12696 17.14337
H 13.39317 8.78650 17.14316
H 13.02267 7.53634 18.39722
C 13.11951 18.66008 18.06712
C 13.67004 17.49973 17.26145
O 13.08034 16.48492 17.01713
N 15.09379 17.70658 16.76002
H 15.36651 18.67628 16.83361
H 15.74337 17.22340 17.36390
C 15.18181 17.33534 15.22159
H 13.26854 18.30110 19.08547
H 12.05680 18.74282 17.83930
H 13.59335 19.60982 17.81897
H 14.80635 16.31239 15.19519
H 16.20484 17.48396 14.87601
H 14.46398 17.94868 14.67695
O 18.03516 16.88342 17.35492
C 18.04235 16.87266 18.69345
O 19.11854 16.70282 19.25941
O 17.03018 17.08907 19.38685
H 18.97225 16.67709 17.38482
O 19.66972 13.26768 17.85383
C 20.06444 12.94608 19.05330
O 21.13172 13.35804 19.45418
O 19.43671 12.08488 19.68616
H 20.42108 13.86342 17.80740
O 22.68555 16.66550 14.88704
C 21.93581 15.59278 15.24138
O 21.37952 14.91184 14.37770
O 21.83036 15.28480 16.43409
H 23.15088 16.55036 15.71879
O 12.53613 12.51206 13.81395
C 12.22722 13.02208 12.66314
O 12.48066 12.44712 11.57044
O 11.69607 14.15708 12.71734
H 12.13999 13.33996 14.09545
O 18.81455 15.68886 8.39283
C 19.14731 15.36948 9.69609
O 18.27992 15.63082 10.51835
O 20.32925 14.94682 9.91329
H 18.01141 16.13944 8.66404
O 17.30826 10.09158 12.74949
C 18.21461 9.90272 13.69666
O 19.27431 9.36155 13.38978
O 17.85762 10.05804 14.90626
H 17.99792 9.73938 12.18211

frontier orbital gap	5.86	eV
total charge	+3


No. 2
A molecular structure, C2H8NO4P2 at a distorted geometry. Source: OMol25; level of theory: ωB97M-V with the def2-TZVPD basis set.

Atoms and positions in Å:
C -1.85673 -0.47803 -0.93172
C 0.31013 -0.16351 0.14681
N -0.63881 -0.95717 -0.34655
O 1.77786 2.05549 0.37822
O 3.07468 -0.22128 0.46851
O -0.40577 2.41034 -0.80677
O 1.87515 -2.23498 -0.60616
P 0.66600 1.41670 -0.57111
P 1.87564 -1.11154 0.37038
H -2.72652 -0.83693 -0.37116
H -1.84286 0.60935 -0.92197
H -1.94507 -0.82150 -1.96652
H -1.75684 1.34091 1.42102
H 1.59294 -1.61992 1.66139
H -0.34610 -1.90787 -0.55968
H -2.06808 1.22062 2.12777
H 2.41436 1.29930 0.50753

frontier orbital gap (spin up / spin down)	7.45 / 7.44	eV
total charge	-1


No. 3
2 unconnected molecules or ions with the total composition C4H11ClNO at a distorted geometry. Source: OMol25; level of theory: ωB97M-V with the def2-TZVPD basis set.

Atoms and positions in Å:
Cl 1.18581 2.42660 3.78988
C 1.88084 -0.25838 0.76097
C 0.56393 0.23012 0.32464
C -0.20851 -0.47202 -0.79630
O -1.57368 -0.10749 -0.80364
C -2.24988 -0.48836 -1.98179
N -0.19479 0.62000 1.49481
H 2.31173 0.45639 1.46207
H 2.54221 -0.14296 -0.09773
H 1.72749 -1.26520 1.14941
H 0.77843 1.26219 0.04730
H -0.17382 -1.56136 -0.78160
H 0.31318 -0.29566 -1.73696
H -3.05974 0.22860 -2.11663
H -2.61915 -1.51365 -1.95904
H -1.65911 -0.34644 -2.88675
H 0.27092 1.33517 2.03495
H 0.16415 -0.10754 2.09641

frontier orbital gap	7.19	eV
total charge	-1


| no. | E_tot (Ha) | M (Da) |
| --- | --- | --- |
| 1 | -4308.5349 | 1217.5 |
| 2 | -1119.5408 | 172.0 |
| 3 | -749.2026 | 124.6 |